{"formula": "C5H10O2", "method": "the ωB97M-V functional and the def2-TZVPD basis", "smiles": "C[C@H]1OCC[C@H]1O", "gap_ev": 10.8, "molar_mass_g_mol": 102.13, "de_lowest_ev": 1.284, "fmax_ev_per_a": 0.3, "energy_ha": -346.97824, "charge": 0, "species": ["C", "C", "O", "C", "C", "C", "O", "H", "H", "H", "H", "H", "H", "H", "H", "H", "H"], "positions_angstrom": [[2.104, -0.129, -0.466], [0.774, 0.252, 0.159], [0.010, 1.070, -0.728], [-1.237, 1.239, -0.069], [-1.551, -0.118, 0.600], [-0.228, -0.892, 0.434], [-0.295, -1.774, -0.670], [2.526, 0.730, -0.997], [1.991, -0.960, -1.166], [2.819, -0.424, 0.309], [0.958, 0.830, 1.084], [-1.972, 1.558, -0.812], [-1.145, 2.025, 0.695], [-1.838, 0.001, 1.649], [-2.359, -0.662, 0.100], [0.023, -1.510, 1.300], [-0.581, -1.236, -1.422]]}